Entry from the Open Molecules 2025 dataset: a structure of composition C4H10N5OS (ωB97M-V/def2-TZVPD).

The frontier orbital gap (alpha / beta) is 6.047 / 6.886 eV. Its expectation value of S² is 2.009. As for the spin multiplicity: 3. Its charge is +1. For the LUMO energy (alpha / beta), the calculation gives -3.0 / -5.3 eV.

CARTESIAN COORDINATES (ANGSTROEM)
N  0.94  2.61  -0.19
O  1.48  -1.76  0.59
H  0.25  3.35  -0.35
N  1.06  0.42  -0.18
S  -0.50  -1.71  -1.60
H  -1.22  2.29  1.18
H  -1.97  -0.55  3.10
H  -2.70  0.89  2.89
H  0.20  -0.86  -3.82
C  -0.99  0.35  1.66
N  -2.03  0.27  2.53
H  0.35  -2.62  -3.41
H  -0.72  -1.64  1.66
H  1.54  -1.37  -2.94
C  0.41  1.42  0.13
C  0.58  -0.84  0.30
H  2.03  -2.13  -0.14
C  0.54  -1.53  -3.04
N  -0.34  -0.76  1.37
H  1.78  2.73  -0.72
N  -0.70  1.45  0.99